No. 1
{"formula": "C37H32IrN9OS3Sb", "method": "the ωB97M-V functional and the def2-TZVPD basis", "lumo_energy_ev": -3.3543, "e_above_lowest_kcal_mol": 15.08, "total_charge": 1, "molar_mass_g_mol": 1028.90, "symbols": ["Ir", "S", "C", "S", "C", "C", "N", "C", "N", "C", "C", "C", "C", "C", "N", "C", "O", "N", "C", "C", "C", "C", "N", "C", "C", "C", "H", "H", "H", "H", "H", "H", "H", "H", "H", "H", "H", "H", "H", "N", "C", "N", "N", "C", "N", "H", "H", "H", "H", "S", "Sb", "C", "C", "C", "C", "C", "C", "C", "C", "C", "C", "C", "C", "C", "C", "C", "C", "C", "C", "H", "H", "H", "H", "H", "H", "H", "H", "H", "H", "H", "H", "H", "H", "H"], "coordinates": [[-0.69000, -0.11779, -0.16272], [0.86430, -1.07149, -1.56156], [1.31433, -2.21501, -0.35494], [0.24580, -1.88985, 0.95456], [2.27630, -3.17123, -0.40194], [2.42830, -4.05066, 0.71642], [2.47239, -4.75392, 1.62699], [3.10995, -3.32238, -1.55408], [3.75705, -3.42704, -2.49925], [0.19365, -6.92397, 2.43298], [-0.68510, -6.77619, 1.22039], [-0.25678, -6.07638, 0.09974], [-1.05662, -5.94536, -1.02763], [-2.32958, -6.50126, -1.04392], [-3.21232, -6.40737, -2.16032], [-3.25576, -5.48366, -3.16968], [-3.75107, -5.70311, -4.24984], [-2.65634, -4.24201, -2.89032], [-2.85105, -3.44577, -1.77056], [-3.74417, -3.73359, -0.74168], [-3.82357, -2.87468, 0.33953], [-3.01445, -1.76000, 0.39413], [-2.15583, -1.48310, -0.59902], [-2.08436, -2.29020, -1.65633], [-2.76915, -7.21515, 0.06614], [-1.95348, -7.35183, 1.17697], [1.17823, -6.49084, 2.26204], [0.32375, -7.97512, 2.69380], [-0.24839, -6.42728, 3.29911], [0.73478, -5.63708, 0.09354], [-0.67225, -5.42814, -1.89385], [-3.76867, -7.22375, -2.36300], [-2.34849, -3.77332, -3.72879], [-4.37781, -4.60575, -0.79173], [-4.50159, -3.08527, 1.15494], [-3.01901, -1.08452, 1.23967], [-1.35752, -2.03365, -2.41401], [-3.75454, -7.66790, 0.05725], [-2.31137, -7.92003, 2.02798], [-5.59264, 2.32540, 0.82683], [-5.13660, 2.97305, -0.25637], [-5.92362, 3.86773, -0.85483], [-3.93602, 2.78408, -0.76871], [-3.05295, 2.01232, -0.24675], [-2.17569, 1.36679, 0.16579], [-6.52147, 2.47015, 1.18152], [-5.02904, 1.60863, 1.25051], [-6.87724, 4.01814, -0.58018], [-5.56420, 4.34354, -1.66468], [1.00337, 1.44575, 0.34800], [-0.05286, 2.56276, 2.07752], [-1.18134, 4.16454, 1.32448], [-0.80622, 4.66318, 0.08085], [-1.49290, 5.74111, -0.46261], [-2.56069, 6.30354, 0.22252], [-2.93828, 5.80051, 1.46050], [-2.24260, 4.73695, 2.02221], [1.42886, 3.38652, 3.29937], [2.32675, 4.29722, 2.74676], [3.35072, 4.80560, 3.52985], [3.47636, 4.40493, 4.85403], [2.57454, 3.50656, 5.40431], [1.54503, 2.99084, 4.62766], [-1.13428, 1.26316, 3.31059], [-2.45107, 1.48206, 3.70981], [-3.07349, 0.56653, 4.54740], [-2.38861, -0.56400, 4.97640], [-1.07982, -0.78408, 4.57203], [-0.44624, 0.13222, 3.74256], [0.00386, 4.20185, -0.47328], [-1.18772, 6.14290, -1.41995], [-3.08994, 7.14737, -0.20132], [-3.76387, 6.24558, 2.00130], [-2.51379, 4.39506, 3.01235], [2.23645, 4.60973, 1.71249], [4.05389, 5.51059, 3.10679], [4.28568, 4.79309, 5.45822], [2.67277, 3.20280, 6.43804], [0.84347, 2.28963, 5.06265], [-2.99789, 2.35187, 3.37129], [-4.09212, 0.73805, 4.87097], [-2.87522, -1.27039, 5.63627], [-0.54622, -1.66679, 4.89998], [0.57714, -0.04391, 3.43270]], "atomic_forces_ev_per_a": [[0.371, 0.557, -0.289], [0.080, 0.174, 0.158], [0.089, -0.265, 0.036], [0.027, 0.326, 0.128], [0.263, -0.287, 0.020], [0.089, 0.180, -0.118], [0.226, 0.244, -0.032], [-0.123, -0.022, 0.111], [-0.015, 0.027, -0.003], [0.068, -0.050, -0.027], [-0.028, -0.046, 0.091], [0.025, 0.046, -0.121], [-0.034, -0.057, -0.017], [-0.048, 0.061, -0.030], [-0.020, 0.077, 0.003], [0.094, -0.157, 0.192], [0.027, -0.001, -0.002], [-0.054, 0.201, -0.023], [0.017, -0.159, -0.035], [-0.067, -0.014, -0.053], [-0.005, 0.010, 0.018], [-0.148, -0.111, -0.126], [-0.268, -0.341, -0.016], [-0.076, 0.014, 0.044], [-0.035, 0.060, 0.060], [-0.001, 0.002, -0.027], [-0.159, -0.072, 0.060], [-0.044, -0.027, -0.003], [-0.011, 0.012, 0.003], [-0.193, -0.154, -0.012], [0.010, 0.022, -0.047], [0.048, -0.032, -0.054], [-0.120, 0.025, -0.031], [0.026, -0.076, 0.005], [-0.003, 0.011, -0.015], [0.044, -0.023, 0.003], [-0.021, -0.030, 0.002], [0.003, 0.011, -0.004], [0.007, 0.000, -0.008], [0.019, 0.016, 0.007], [-0.071, -0.088, 0.120], [0.019, -0.019, -0.011], [0.180, 0.204, -0.117], [-0.031, 0.038, -0.007], [-0.295, -0.313, 0.072], [0.004, -0.001, 0.002], [-0.008, -0.018, 0.017], [-0.004, 0.012, 0.001], [-0.008, -0.006, -0.007], [0.079, -0.038, 0.085], [0.205, 0.116, -0.010], [-0.104, 0.034, 0.004], [-0.115, -0.023, -0.029], [0.013, -0.001, 0.007], [0.010, -0.003, 0.006], [0.008, -0.047, 0.017], [0.074, 0.108, -0.039], [0.034, 0.021, 0.061], [-0.023, -0.029, 0.031], [0.001, 0.005, 0.003], [0.005, -0.001, -0.005], [-0.016, -0.010, -0.004], [0.039, 0.070, -0.013], [-0.087, -0.029, 0.036], [0.061, -0.096, -0.048], [0.012, -0.008, -0.039], [-0.006, 0.001, 0.010], [0.018, -0.008, -0.009], [-0.065, 0.010, 0.042], [0.008, 0.006, 0.011], [-0.018, -0.015, -0.004], [-0.001, -0.012, 0.000], [0.022, 0.022, 0.004], [-0.004, -0.019, 0.018], [0.015, -0.009, -0.004], [-0.003, -0.009, -0.002], [-0.018, 0.015, 0.002], [0.001, -0.005, -0.006], [0.008, -0.014, 0.002], [-0.006, 0.030, -0.004], [0.001, 0.002, 0.013], [-0.001, -0.006, -0.021], [-0.009, 0.013, 0.004], [0.016, -0.032, -0.036]]}

No. 2
{"formula": "C45H100IN5", "method": "the ωB97M-V functional and the def2-TZVPD basis", "lumo_energy_ev": -7.6113, "e_above_lowest_kcal_mol": 49.51, "total_charge": 4, "molar_mass_g_mol": 838.23, "symbols": ["I", "C", "C", "C", "C", "N", "C", "C", "C", "C", "C", "H", "H", "H", "H", "H", "H", "H", "H", "H", "H", "H", "H", "H", "H", "H", "H", "H", "H", "H", "H", "C", "C", "C", "C", "N", "C", "C", "C", "C", "C", "H", "H", "H", "H", "H", "H", "H", "H", "H", "H", "H", "H", "H", "H", "H", "H", "H", "H", "H", "H", "C", "C", "C", "C", "N", "C", "C", "C", "C", "C", "H", "H", "H", "H", "H", "H", "H", "H", "H", "H", "H", "H", "H", "H", "H", "H", "H", "H", "H", "H", "C", "C", "C", "C", "N", "C", "C", "C", "C", "C", "H", "H", "H", "H", "H", "H", "H", "H", "H", "H", "H", "H", "H", "H", "H", "H", "H", "H", "H", "H", "C", "C", "C", "C", "N", "C", "C", "C", "C", "C", "H", "H", "H", "H", "H", "H", "H", "H", "H", "H", "H", "H", "H", "H", "H", "H", "H", "H", "H", "H"], "coordinates": [[0.47422, -0.64297, 0.08403], [-1.95661, 2.77147, 4.57407], [-1.18030, 1.45961, 4.51151], [-1.63877, 0.51184, 3.42140], [-3.11332, 0.03327, 3.77165], [-4.04282, -0.26958, 2.60243], [-5.21651, -1.13622, 3.15832], [-6.40874, -0.70358, 2.38714], [-6.11493, 0.61875, 1.64202], [-4.75072, 1.02693, 2.07037], [-3.36771, -1.03739, 1.37134], [-2.27287, 3.17059, 3.61034], [-1.39661, 3.53020, 5.12072], [-2.91026, 2.67024, 5.09215], [-1.21464, 1.01148, 5.50454], [-0.10100, 1.61081, 4.49294], [-0.96037, -0.32952, 3.56291], [-1.36101, 0.63074, 2.37411], [-3.67567, 0.80825, 4.29248], [-3.16815, -0.81345, 4.45586], [-5.07748, -2.21488, 3.08573], [-5.20805, -1.00985, 4.24093], [-6.79759, -1.36215, 1.61050], [-7.24862, -0.36273, 2.99254], [-6.19212, 0.48429, 0.56310], [-6.81906, 1.44148, 1.76625], [-3.97425, 1.39003, 1.39705], [-4.73893, 1.76813, 2.86948], [-4.07343, -1.10588, 0.54346], [-2.99057, -2.02539, 1.63536], [-2.55017, -0.47582, 0.91926], [-3.01413, 7.30246, -2.96484], [-2.58802, 6.00144, -2.30189], [-1.18832, 6.25418, -1.64492], [-0.75402, 4.86484, -1.20940], [0.58481, 4.70606, -0.37315], [0.53075, 5.48753, 0.96307], [-0.27621, 4.62486, 1.88201], [-0.17783, 3.13596, 1.30728], [0.89925, 3.30618, 0.16851], [1.72535, 5.21445, -1.28458], [-3.19514, 8.03619, -2.17937], [-3.84772, 7.13624, -3.64719], [-2.26660, 7.95947, -3.40942], [-2.55739, 5.16540, -3.00062], [-3.32572, 5.60323, -1.60521], [-1.26837, 6.92685, -0.79098], [-0.49508, 6.71380, -2.34938], [-0.58174, 4.13306, -1.99864], [-1.55971, 4.40664, -0.63581], [1.56234, 5.38455, 1.29971], [0.34020, 6.54550, 0.78284], [0.18770, 4.69012, 2.86619], [-1.32164, 4.93332, 1.88896], [0.19519, 2.50711, 2.11569], [-1.17813, 2.83755, 0.99351], [1.93063, 3.30115, 0.52111], [0.93166, 2.56687, -0.63178], [1.44294, 6.26411, -1.36552], [1.59836, 4.48887, -2.08801], [2.70712, 5.16297, -0.81385], [4.57749, 1.08419, 2.61867], [4.57250, 0.01346, 3.64477], [3.64581, -1.13565, 3.31018], [3.56923, -2.13089, 4.52104], [2.24234, -2.96354, 4.50394], [1.05364, -2.12514, 5.01830], [0.63420, -2.78769, 6.35473], [1.88846, -3.53603, 6.92583], [2.37725, -4.09409, 5.58848], [1.94513, -3.57972, 3.14005], [3.60082, 1.55719, 2.72108], [4.52185, 0.62998, 1.62937], [5.29462, 1.90469, 2.64347], [4.25530, 0.52768, 4.55200], [5.57527, -0.28978, 3.94574], [4.24139, -1.69301, 2.58717], [2.63261, -0.81027, 3.07426], [3.53784, -1.49529, 5.40599], [4.37276, -2.86719, 4.53796], [0.29153, -2.00899, 4.24772], [1.33488, -1.09796, 5.25048], [-0.25404, -3.39485, 6.18014], [0.16283, -2.02703, 6.97707], [1.55279, -4.34294, 7.57724], [2.71026, -3.09827, 7.49248], [1.74732, -4.93716, 5.30472], [3.43854, -4.32380, 5.68341], [1.01499, -4.12113, 3.31266], [2.83254, -4.19568, 2.99440], [1.67785, -2.90245, 2.32890], [6.03685, -1.84362, -0.25336], [5.19644, -3.00984, -0.57411], [4.16962, -2.90766, -1.70654], [4.67020, -2.74335, -3.16393], [3.64209, -2.31449, -4.22099], [2.26440, -3.09149, -4.15089], [2.47559, -4.12215, -5.28014], [3.19543, -3.30215, -6.37139], [4.14464, -2.40531, -5.70637], [3.07364, -0.82409, -3.89477], [5.35178, -1.06415, 0.08018], [6.74408, -1.30813, -0.88675], [6.64875, -2.03153, 0.62890], [4.66623, -3.39226, 0.29809], [5.79814, -3.86003, -0.89540], [3.60515, -2.02343, -1.41057], [3.54612, -3.80169, -1.69941], [5.02539, -3.72062, -3.49082], [5.50702, -2.04499, -3.17483], [1.37413, -2.67973, -4.62625], [2.06422, -3.55493, -3.18483], [1.54074, -4.57241, -5.61397], [3.20725, -4.87750, -4.99342], [2.43825, -2.74540, -6.92350], [3.89330, -3.87767, -6.97954], [4.23273, -1.43116, -6.18737], [5.09826, -2.93289, -5.72556], [2.39577, -0.48779, -4.67931], [4.02274, -0.32095, -4.07962], [2.72859, -0.71373, -2.86673], [-2.56076, -4.32900, -2.09151], [-1.30341, -3.68927, -2.80368], [-1.80382, -2.57480, -3.80883], [-2.47704, -1.37859, -3.04001], [-2.96617, -0.24086, -3.92304], [-1.85426, 0.74812, -4.36128], [-1.58816, 1.80053, -3.29382], [-2.93871, 1.76210, -2.52087], [-3.89598, 0.80672, -3.28930], [-3.56461, -0.84685, -5.26913], [-3.03916, -3.74104, -1.30822], [-2.28115, -5.25058, -1.58103], [-3.31616, -4.73219, -2.76597], [-0.73493, -4.48713, -3.28152], [-0.63626, -3.26586, -2.05286], [-2.40216, -3.09922, -4.55387], [-0.95512, -2.07688, -4.27775], [-1.78187, -0.84922, -2.38839], [-3.26379, -1.75211, -2.38457], [-2.00489, 1.17854, -5.35130], [-0.97247, 0.15225, -4.59688], [-1.26434, 2.79853, -3.58918], [-0.79048, 1.29227, -2.75210], [-3.57479, 2.64367, -2.44126], [-2.80918, 1.41217, -1.49672], [-4.40527, 1.27381, -4.13224], [-4.54290, 0.37925, -2.52323], [-3.87435, 0.09574, -5.72043], [-4.37967, -1.54411, -5.07521], [-2.81710, -1.34914, -5.88316]], "atomic_forces_ev_per_a": [[-0.139, 0.077, -0.129], [-0.238, 0.289, 0.256], [0.140, 1.012, 0.042], [-0.411, -2.134, 1.313], [0.545, 0.564, -1.010], [-0.104, -1.528, -0.870], [0.832, -0.117, -0.003], [-2.211, 1.820, -0.657], [0.294, 0.324, -1.423], [2.356, -0.490, 0.776], [-0.444, 1.053, 0.621], [0.499, 0.024, -0.328], [-0.081, 0.077, -0.110], [0.068, -0.166, 0.319], [-0.642, -0.496, 0.018], [0.147, 0.362, -0.766], [-0.296, -0.713, 0.168], [-0.679, 1.226, -0.130], [0.340, 0.157, 0.054], [0.539, -0.208, -0.311], [0.694, 0.086, -0.575], [-0.504, 0.702, -0.117], [0.227, -0.554, 0.576], [-0.038, -1.000, 0.510], [0.376, -0.320, -0.131], [-0.083, -0.205, 0.702], [-0.588, 0.211, -0.700], [-0.229, -0.334, 0.316], [-0.572, -0.187, 0.482], [-0.271, 0.191, 0.407], [0.232, 0.292, 0.657], [-0.399, 0.619, 0.568], [1.178, 0.750, -0.352], [-0.374, -1.335, -0.026], [1.296, -1.255, 1.161], [0.589, 0.910, 0.648], [1.427, -0.738, -1.369], [-0.705, -0.684, -0.187], [1.407, 1.656, 0.193], [-1.668, 0.011, -0.208], [-1.742, -0.544, 1.502], [-1.254, -0.249, 0.341], [-0.040, 0.495, 0.221], [0.644, -1.086, -0.929], [0.571, 0.094, -0.536], [-0.037, 0.618, 0.544], [-0.201, -0.021, 0.038], [-0.173, -0.128, -0.153], [-0.009, 0.448, -0.468], [0.165, 0.134, 0.456], [0.142, 0.475, -0.038], [-0.464, -0.222, 0.177], [-0.505, 0.005, 0.092], [0.063, 0.034, 0.413], [-0.168, -0.294, -0.389], [0.375, -0.357, -0.277], [-0.156, 0.406, 0.406], [-0.650, -0.022, -0.067], [0.422, -0.168, -1.147], [0.605, 0.954, -0.717], [-0.224, -0.314, 0.176], [-1.236, 0.489, -1.448], [0.495, 0.790, 2.049], [1.334, -1.462, 1.425], [-1.369, 0.614, -0.828], [-0.078, 0.801, 0.763], [0.445, 0.016, 0.723], [-0.443, 1.244, 0.191], [-1.328, -0.465, -1.335], [0.723, 0.355, 0.224], [-0.080, -0.109, 1.477], [-0.215, 0.344, -0.176], [0.465, 0.180, -0.309], [0.339, -0.517, 0.281], [-0.357, -0.198, 0.430], [0.122, -0.554, -0.451], [-1.040, 0.021, -1.023], [0.197, -0.009, -0.653], [0.067, -0.601, 0.378], [0.033, 0.293, 0.041], [-0.016, -0.611, 0.023], [0.689, -0.092, -0.246], [0.536, -0.965, 0.000], [0.574, 0.254, 0.344], [-0.045, -0.172, -0.220], [-0.481, 1.042, -0.248], [0.299, 0.074, -0.330], [-0.185, -0.479, -0.540], [0.348, -0.625, -0.087], [-0.452, -0.251, -0.706], [0.736, 0.544, 0.258], [0.168, 1.952, 1.648], [0.582, -2.476, -2.084], [-0.776, 1.096, -0.357], [0.063, -0.430, 0.455], [-3.673, 2.407, 1.291], [1.472, -2.533, -2.035], [1.569, -0.409, 0.130], [-1.351, -0.633, -0.633], [0.453, 0.242, 1.938], [3.067, -1.024, -1.083], [-0.088, 0.416, 0.099], [-0.262, -0.738, -0.949], [-0.021, -0.311, 0.113], [-0.061, 0.341, 0.106], [0.529, -0.212, 0.357], [-0.722, -0.035, -0.301], [-0.172, 0.160, 0.331], [0.152, 0.086, -0.214], [-0.117, 0.161, -0.439], [0.328, 1.799, 0.982], [0.212, 0.537, -0.040], [0.212, -0.089, 0.007], [-0.385, -0.460, 0.265], [0.235, -0.129, -0.488], [-1.119, -0.469, -0.713], [0.074, 0.087, 0.498], [0.254, 0.584, 0.647], [-0.180, -0.529, 0.219], [-0.269, 0.876, 0.523], [-0.108, -0.348, -0.259], [0.945, -0.787, -0.043], [-1.852, 0.578, 0.509], [0.943, 0.389, 1.351], [0.331, -0.101, 0.090], [-0.382, 0.080, -2.273], [1.367, -0.784, -1.554], [-0.965, -1.392, 0.726], [-0.806, -0.210, -0.168], [1.281, -0.872, 0.946], [0.122, 1.583, 1.153], [0.075, 0.392, -0.246], [0.429, 0.054, 0.188], [-0.074, 0.567, -0.396], [-0.205, 0.161, -0.444], [-0.054, 0.203, 0.087], [-0.288, 0.479, 0.068], [0.253, -0.441, -0.459], [0.482, -0.605, 0.243], [-0.461, 0.299, -0.390], [-1.182, -0.031, 0.079], [0.123, -0.236, 0.471], [-0.182, -0.345, -0.544], [0.006, 0.744, 0.921], [0.739, 0.661, -0.068], [0.136, -0.168, -0.017], [-0.139, 0.042, 0.341], [-0.423, -0.338, -0.682], [-0.425, -0.617, -0.604], [-0.005, 0.316, 0.274], [0.199, 0.306, 0.395]]}